Entry 1:
{"formula": "C20H31CoO3", "method": "wB97M-V/def2-TZVPD", "relative_energy_kcal_mol": 9.2, "s2": 6.06, "total_energy_ha": -2388.90479, "multiplicity": 5, "gap_ev": [7.56, 6.87], "elements": ["O", "C", "C", "H", "H", "C", "H", "H", "C", "H", "H", "H", "C", "H", "H", "H", "Co", "C", "C", "C", "H", "C", "C", "H", "H", "H", "H", "C", "C", "C", "H", "C", "C", "H", "H", "H", "H", "O", "C", "C", "H", "H", "C", "H", "H", "C", "H", "H", "H", "H", "C", "O", "H", "H", "H"], "xyz": [[-0.160, -0.666, -3.009], [0.677, -1.694, -3.644], [-0.236, -1.902, -4.835], [0.744, -2.604, -3.034], [1.677, -1.308, -3.881], [-1.141, -0.923, -4.057], [-0.623, -2.919, -4.932], [0.182, -1.500, -5.760], [-2.359, -1.607, -3.481], [-2.057, -2.368, -2.750], [-2.939, -2.085, -4.283], [-2.992, -0.854, -2.998], [-1.478, 0.313, -4.871], [-0.571, 0.872, -5.123], [-2.160, 0.943, -4.294], [-1.979, 0.018, -5.802], [0.232, 1.685, 2.475], [0.725, 3.551, 2.894], [1.907, 2.885, 2.468], [1.671, 2.338, 1.176], [2.840, 2.844, 3.037], [0.348, 2.696, 0.778], [-0.218, 3.489, 1.823], [-1.170, 4.036, 1.800], [0.624, 4.138, 3.813], [2.388, 1.779, 0.577], [-0.114, 2.451, -0.191], [-1.752, 0.954, 4.349], [-1.789, 1.851, 3.240], [-1.702, 1.035, 2.015], [-2.129, 2.880, 3.305], [-1.571, -0.339, 2.435], [-1.597, -0.370, 3.853], [-1.579, -1.269, 4.475], [-1.898, 1.225, 5.397], [-1.996, 1.356, 1.006], [-1.558, -1.206, 1.772], [-0.204, -2.098, -0.766], [0.277, -0.779, -0.406], [1.719, -0.623, -0.874], [0.292, -0.694, 0.707], [-0.395, -0.016, -0.803], [2.228, -2.070, -0.751], [2.266, 0.073, -0.226], [1.751, -0.283, -1.913], [0.963, -2.939, -0.659], [2.753, -2.169, 0.200], [2.883, -2.370, -1.570], [0.946, -3.456, 0.315], [0.921, -3.689, -1.467], [1.480, 0.285, 4.550], [1.096, 0.339, 3.199], [1.046, -0.630, 4.992], [1.154, 1.162, 5.150], [2.578, 0.233, 4.582]], "mulliken_charge": [-0.29, -0.10, -0.80, -0.22, 0.35, 1.47, 0.30, 0.33, -1.63, 0.30, 0.39, 0.37, -1.70, 0.37, 0.38, 0.38, 0.30, -0.13, -0.81, -0.39, 0.51, -0.49, -0.65, 0.58, 0.45, 0.75, 0.54, -0.97, -0.15, 0.08, 0.56, -0.66, -0.81, 0.50, 0.45, 0.67, 0.52, -0.40, 0.16, 0.15, -0.25, 0.33, -0.73, -0.04, 0.01, -0.90, 0.37, 0.26, 0.43, 0.34, -0.84, -0.43, 0.26, 0.24, 0.26]}



Entry 2:
{"formula": "C20H31F3NO3P", "method": "wB97M-V/def2-TZVPD", "total_energy_ha": -1702.12461, "smiles": "CCCCCCCCP(C[C@H](O)C(F)(F)F)c1ccncc1.O=C1CCCO1", "multiplicity": 1, "gap_ev": 8.66, "elements": ["C", "C", "C", "C", "C", "C", "C", "C", "P", "C", "C", "O", "C", "F", "F", "F", "C", "C", "C", "N", "C", "C", "H", "H", "H", "H", "H", "H", "H", "H", "H", "H", "H", "H", "H", "H", "H", "H", "H", "H", "H", "H", "H", "H", "H", "H", "H", "O", "C", "O", "C", "C", "C", "H", "H", "H", "H", "H", "H"], "xyz": [[1.236, -1.093, 3.186], [1.699, -0.900, 1.733], [2.184, -2.238, 1.115], [1.712, -2.321, -0.351], [0.332, -3.010, -0.399], [-0.483, -2.534, -1.609], [-1.971, -2.940, -1.462], [-2.914, -1.762, -1.171], [-2.205, -0.578, 0.074], [-2.245, 1.087, -0.780], [-0.894, 1.779, -0.716], [0.150, 0.907, -1.058], [-0.602, 2.439, 0.652], [-1.033, 3.711, 0.693], [0.721, 2.459, 0.877], [-1.155, 1.796, 1.697], [-3.452, -0.476, 1.412], [-3.068, -0.314, 2.722], [-4.045, -0.270, 3.681], [-5.348, -0.371, 3.490], [-5.722, -0.495, 2.218], [-4.808, -0.545, 1.206], [0.549, -1.937, 3.207], [0.739, -0.193, 3.544], [2.110, -1.310, 3.798], [0.855, -0.546, 1.140], [2.473, -0.134, 1.674], [3.271, -2.308, 1.200], [1.760, -3.035, 1.727], [1.610, -1.306, -0.729], [2.405, -2.908, -0.953], [-0.236, -2.868, 0.520], [0.499, -4.084, -0.515], [-0.391, -1.457, -1.750], [-0.048, -3.002, -2.494], [-2.051, -3.719, -0.703], [-2.272, -3.407, -2.402], [-3.091, -1.232, -2.108], [-3.875, -2.167, -0.854], [-2.997, 1.717, -0.301], [-2.545, 0.937, -1.813], [-0.901, 2.596, -1.446], [0.805, 1.402, -1.577], [-2.025, -0.223, 2.979], [-3.717, -0.141, 4.709], [-6.776, -0.555, 1.978], [-5.174, -0.645, 0.190], [1.975, 1.880, -2.832], [2.972, 2.497, -2.563], [2.994, 3.837, -2.473], [4.342, 4.295, -2.245], [5.069, 3.098, -1.651], [4.353, 1.929, -2.323], [4.765, 4.608, -3.201], [4.320, 5.149, -1.574], [6.143, 3.120, -1.822], [4.901, 3.060, -0.574], [4.798, 1.672, -3.286], [4.303, 1.051, -1.686]], "mulliken_charge": [-1.64, 0.97, -1.25, -0.41, -0.53, -0.42, -1.16, -0.90, 1.05, -1.61, 0.03, -0.23, 0.67, -0.32, -0.25, -0.23, 0.22, -0.41, -0.37, -0.64, -0.43, -0.45, 0.37, 0.33, 0.41, -0.61, 0.41, 0.39, 0.44, 0.05, 0.52, 0.28, 0.33, -0.06, 0.59, 0.44, 0.35, 0.40, 0.49, 0.49, 0.64, 0.54, 0.04, 0.41, 0.36, 0.36, 0.34, -0.71, 0.66, -0.35, -0.46, -0.50, -0.34, 0.28, 0.33, 0.33, 0.27, 0.30, 0.22]}



Entry 3:
{"formula": "C20H31F5N2O6PdSi3", "method": "wB97M-V/def2-TZVPD", "relative_energy_kcal_mol": 0.0, "total_charge": -2, "total_energy_ha": -2837.53389, "multiplicity": 1, "gap_ev": 6.25, "elements": ["Pd", "C", "O", "Si", "C", "C", "C", "Si", "C", "C", "C", "Si", "C", "C", "C", "H", "H", "H", "H", "H", "H", "H", "H", "H", "H", "H", "H", "H", "H", "H", "H", "H", "H", "H", "H", "H", "H", "H", "H", "H", "H", "H", "O", "C", "N", "O", "C", "O", "C", "C", "C", "C", "C", "C", "N", "O", "O", "H", "H", "H", "H", "F", "C", "F", "C", "F", "F", "F"], "xyz": [[0.058, -0.584, -0.276], [-4.428, -0.176, -2.075], [-3.339, 0.120, -1.263], [-3.184, -0.193, 0.365], [-3.483, -2.020, 0.746], [-4.752, 0.657, 1.063], [-1.549, 0.410, 0.938], [-1.196, -0.083, 2.702], [-0.616, -1.868, 2.961], [-0.196, 1.104, 3.794], [-2.830, -0.014, 3.719], [-1.145, 2.169, 0.455], [-2.359, 3.374, 1.315], [0.567, 2.837, 0.873], [-1.369, 2.539, -1.381], [-5.386, 0.123, -1.629], [-4.479, -1.248, -2.310], [-4.313, 0.361, -3.022], [-4.262, -2.407, 0.079], [-3.825, -2.156, 1.776], [-2.585, -2.615, 0.591], [-5.646, 0.087, 0.790], [-4.856, 1.659, 0.640], [-4.744, 0.750, 2.149], [-0.355, -2.328, 2.008], [-1.393, -2.467, 3.446], [0.283, -1.886, 3.583], [0.859, 1.169, 3.538], [-0.286, 0.753, 4.829], [-0.629, 2.109, 3.755], [-3.572, -0.750, 3.400], [-3.293, 0.976, 3.658], [-2.606, -0.212, 4.774], [-2.276, 3.325, 2.406], [-3.393, 3.141, 1.054], [-2.158, 4.407, 1.011], [0.868, 2.661, 1.906], [0.547, 3.919, 0.695], [1.315, 2.394, 0.215], [-2.423, 2.513, -1.666], [-0.833, 1.822, -2.002], [-0.970, 3.540, -1.586], [3.458, 0.535, 1.772], [2.321, 0.208, 1.569], [1.185, -0.106, 1.426], [1.990, -1.190, -1.015], [2.656, -0.212, -1.466], [2.314, 0.951, -1.641], [4.089, -0.577, -1.806], [5.136, 0.193, -1.307], [6.446, -0.119, -1.621], [6.686, -1.201, -2.458], [5.662, -1.985, -2.969], [4.360, -1.672, -2.624], [8.057, -1.525, -2.808], [8.952, -0.821, -2.369], [8.258, -2.456, -3.570], [4.904, 1.026, -0.657], [7.274, 0.454, -1.232], [5.894, -2.821, -3.612], [3.533, -2.273, -2.977], [-1.191, -0.446, -2.968], [-0.822, -1.343, -1.981], [-1.956, -2.131, -1.755], [0.061, -2.344, -2.776], [0.565, -3.310, -2.003], [1.064, -1.763, -3.444], [-0.666, -2.988, -3.733]], "mulliken_charge": [0.59, -1.09, -0.36, 0.09, -1.09, -1.47, 1.51, 1.18, -1.32, -1.37, -1.44, 0.79, -1.15, -1.00, -1.12, 0.33, 0.25, 0.23, 0.41, 0.34, 0.15, 0.41, 0.35, 0.39, 0.14, 0.31, 0.37, 0.39, 0.34, 0.25, 0.34, 0.29, 0.39, 0.24, 0.24, 0.38, 0.30, 0.44, 0.14, 0.17, 0.23, 0.42, -0.76, 0.47, -0.82, -1.00, 0.50, -0.69, 0.06, -0.30, -0.68, 0.05, -0.48, -0.14, 0.99, -0.65, -0.65, 0.42, 0.43, 0.46, 0.44, -0.32, 0.23, -0.30, 0.63, -0.25, -0.28, -0.33]}



Entry 4:
{"formula": "C20H31IrN10O", "method": "wB97M-V/def2-TZVPD", "relative_energy_kcal_mol": 0.0, "total_charge": 3, "s2": 0.77, "total_energy_ha": -1506.99104, "multiplicity": 2, "gap_ev": [8.28, 7.17], "elements": ["Ir", "C", "C", "C", "C", "C", "H", "H", "H", "H", "H", "N", "C", "C", "N", "C", "C", "N", "C", "C", "N", "H", "H", "H", "H", "H", "H", "C", "N", "C", "C", "N", "N", "C", "C", "H", "H", "H", "H", "H", "H", "H", "H", "H", "H", "H", "H", "H", "C", "N", "C", "C", "O", "N", "C", "N", "H", "H", "H", "H", "H", "H", "H"], "xyz": [[-0.271, -0.241, -0.292], [-0.795, -0.695, 1.941], [-1.255, 0.472, 2.692], [-2.593, 0.705, 2.381], [-3.001, -0.249, 1.464], [-1.870, -1.139, 1.173], [0.038, -1.302, 2.252], [-0.653, 1.032, 3.391], [-3.209, 1.484, 2.804], [-3.994, -0.366, 1.054], [-2.012, -2.136, 0.792], [0.354, -3.231, -3.031], [-0.246, -4.097, -2.151], [-0.618, -3.356, -1.073], [-0.256, -2.045, -1.296], [0.340, -2.007, -2.488], [0.850, -0.727, -2.910], [0.678, 0.268, -2.053], [1.231, 1.394, -2.611], [1.745, 1.056, -3.827], [1.493, -0.284, -4.000], [0.740, -3.494, -3.927], [-0.358, -5.147, -2.363], [-1.104, -3.698, -0.177], [1.234, 2.347, -2.112], [2.260, 1.641, -4.570], [1.762, -0.819, -4.813], [2.566, 1.762, 0.862], [2.369, 0.679, 1.820], [2.512, 1.068, 3.221], [2.262, -0.604, 1.432], [1.547, -0.930, 0.342], [2.870, -1.563, 2.144], [2.478, -2.967, 2.055], [4.156, -1.336, 2.819], [3.551, 2.205, 1.024], [1.811, 2.534, 0.990], [2.529, 1.364, -0.147], [1.858, 1.922, 3.403], [3.532, 1.370, 3.462], [2.216, 0.252, 3.874], [1.754, -1.866, 0.025], [1.412, -3.063, 1.852], [2.682, -3.444, 3.011], [3.046, -3.495, 1.285], [4.587, -0.393, 2.501], [4.836, -2.137, 2.531], [4.044, -1.346, 3.902], [-4.616, 3.363, -1.665], [-3.434, 2.624, -1.217], [-2.362, 3.193, -0.404], [-1.469, 1.997, -0.304], [-0.393, 1.800, 0.309], [-1.960, 0.961, -0.984], [-3.156, 1.361, -1.514], [-3.933, 0.570, -2.228], [-4.583, 4.359, -1.233], [-5.526, 2.873, -1.318], [-4.624, 3.457, -2.751], [-2.715, 3.514, 0.578], [-1.872, 4.036, -0.896], [-3.655, -0.379, -2.414], [-4.808, 0.892, -2.612]], "mulliken_charge": [1.78, 0.07, -0.86, -0.80, -0.97, -0.65, 1.01, 0.49, 0.62, 0.60, 0.53, -0.06, -0.79, -0.30, 0.05, 0.27, 0.33, 0.46, -0.38, -0.95, -0.04, 0.19, 0.43, 0.48, 0.55, 0.43, 0.20, -1.07, 0.50, -1.32, -0.06, -0.02, 0.10, -1.16, -1.18, 0.49, 0.25, 0.29, 0.37, 0.39, 0.42, 0.29, 0.39, 0.39, 0.38, 0.42, 0.41, 0.38, -1.11, 0.00, -0.34, -0.37, -0.58, -0.08, 0.03, -0.32, 0.43, 0.38, 0.39, 0.41, 0.40, 0.19, 0.24]}



Question: Which formula does entry 2 have?
Answer: C20H31F3NO3P